1.
Molecular formula: C24H26BCl2O3
Method: DFT, the ωB97M-V functional and the def2-TZVPD basis

Element x y z (Å)
C (7.882, 0.856, -1.125)
C (6.651, 0.071, -0.884)
C (6.591, -1.279, -0.577)
C (5.250, -1.602, -0.444)
C (4.531, -0.449, -0.673)
B (2.976, -0.308, -0.693)
O (2.152, -1.418, -0.431)
C (0.891, -0.958, -0.949)
C (0.826, -1.390, -2.419)
C (-0.277, -1.565, -0.168)
C (0.979, 0.632, -0.819)
C (0.129, 1.373, -1.856)
C (0.618, 1.097, 0.596)
O (2.372, 0.914, -1.027)
O (5.386, 0.583, -0.938)
H (8.773, 0.235, -1.039)
H (7.865, 1.293, -2.123)
H (7.961, 1.671, -0.406)
H (7.431, -1.945, -0.471)
H (4.832, -2.570, -0.223)
H (-0.108, -1.089, -2.891)
H (1.658, -0.956, -2.970)
H (0.912, -2.473, -2.492)
H (-1.228, -1.181, -0.536)
H (-0.281, -2.649, -0.280)
H (-0.194, -1.341, 0.893)
H (-0.925, 1.117, -1.757)
H (0.235, 2.449, -1.727)
H (0.457, 1.131, -2.865)
H (-0.436, 0.935, 0.820)
H (1.222, 0.565, 1.328)
H (0.830, 2.159, 0.705)
Cl (-4.560, -5.072, -0.563)
C (-4.273, -3.399, -0.275)
C (-4.454, -2.476, -1.299)
C (-4.214, -1.148, -1.075)
C (-3.802, -0.669, 0.196)
C (-3.662, 0.734, 0.346)
C (-3.331, 1.579, 1.436)
C (-3.512, 2.974, 1.249)
C (-3.298, 3.868, 2.261)
C (-2.869, 3.422, 3.506)
Cl (-2.590, 4.551, 4.774)
C (-2.645, 2.064, 3.714)
C (-2.857, 1.161, 2.705)
C (-3.634, -1.635, 1.218)
C (-3.860, -2.966, 0.981)
H (-4.800, -2.828, -2.257)
H (-4.363, -0.443, -1.875)
H (-3.943, 1.278, -0.538)
H (-3.850, 3.330, 0.291)
H (-3.467, 4.923, 2.120)
H (-2.303, 1.746, 4.684)
H (-2.600, 0.136, 2.878)
H (-3.342, -1.338, 2.204)
H (-3.734, -3.699, 1.760)

Frontier orbital gap, eV: 3.617
Energy relative to the best compared isomer or geometry (same formula, charge and spin), kcal/mol: 0.0
Charge: +1
Molecular weight, g mol⁻¹: 444.19
Calculated total energy, Eh: -2100.923730
Highest occupied orbital energy, eV: -9.770

Here are the Löwdin charges for atoms 1 to 4, given in e: -0.011 -0.290 -0.029 -0.021



2.
Molecular formula: C15H27Br2N5O3P
Method: DFT, the ωB97M-V functional and the def2-TZVPD basis

Element x y z (Å)
C (-2.086, -0.888, 1.475)
C (-2.418, 0.586, 1.565)
N (-3.575, 1.038, 1.780)
C (-1.241, 1.545, 1.477)
C (-1.302, 2.633, 0.367)
C (-2.472, 3.460, 0.639)
N (-3.384, 4.115, 0.872)
P (0.263, 3.839, 0.555)
N (1.080, 3.335, 1.961)
O (-0.458, 5.130, 1.219)
C (-1.341, 1.990, -1.096)
O (-1.023, 0.609, -1.025)
C (-2.723, 1.977, -1.625)
N (-3.751, 2.119, -2.112)
C (-0.422, 2.672, -2.138)
Br (1.077, 1.643, -2.733)
C (-0.533, 3.875, -2.692)
C (0.394, 4.454, -3.714)
Br (-1.892, 5.047, -2.120)
H (-2.990, -1.494, 1.500)
H (-1.497, -1.148, 2.365)
H (-1.474, -1.107, 0.602)
H (-4.267, 0.291, 1.829)
H (-1.152, 2.061, 2.432)
H (-0.322, 0.964, 1.360)
H (0.553, 3.483, 2.818)
H (1.430, 2.387, 1.917)
H (-0.371, 5.898, 0.641)
H (-0.159, 0.498, -0.612)
H (-0.032, 5.363, -4.129)
H (1.340, 4.722, -3.239)
H (0.568, 3.758, -4.533)
C (1.166, -2.999, 1.619)
N (1.575, -4.010, 0.590)
C (0.890, -5.302, 0.913)
C (3.052, -4.215, 0.654)
C (1.143, -3.613, -0.805)
C (1.777, -2.376, -1.396)
O (1.445, -1.234, -0.623)
H (1.268, -3.462, 2.599)
H (1.812, -2.133, 1.549)
H (0.132, -2.718, 1.443)
H (1.197, -5.619, 1.905)
H (1.178, -6.048, 0.177)
H (-0.185, -5.141, 0.886)
H (3.552, -3.268, 0.474)
H (3.341, -4.946, -0.098)
H (3.306, -4.579, 1.647)
H (0.060, -3.501, -0.764)
H (1.387, -4.462, -1.444)
H (1.363, -2.278, -2.404)
H (2.861, -2.486, -1.490)
H (1.861, -0.467, -1.037)

Frontier orbital gap, eV: 8.071
Charge: +1
Molecular weight, g mol⁻¹: 516.20
Calculated total energy, Eh: -6576.341292
Highest occupied orbital energy, eV: -10.928

Here are the Löwdin charges for atoms 1 to 4, given in e: -0.040 -0.405 0.187 -0.139



3.
Molecular formula: C19H25Cl2F6I2InN4O4S4
Method: DFT, the ωB97M-V functional and the def2-TZVPD basis

Element x y z (Å)
In (2.410, 0.604, 0.429)
Cl (3.534, 3.291, 0.750)
C (2.011, 4.061, 1.079)
C (1.894, 5.397, 0.739)
C (0.719, 6.071, 1.012)
C (-0.332, 5.412, 1.626)
C (-0.208, 4.072, 1.943)
Cl (-1.556, 3.284, 2.691)
C (0.961, 3.349, 1.669)
S (1.028, 1.642, 2.078)
H (2.729, 5.897, 0.268)
H (0.623, 7.115, 0.749)
H (-1.257, 5.922, 1.851)
I (4.179, 0.558, 3.860)
C (6.210, 0.379, 3.258)
I (7.067, 2.209, 2.620)
H (6.238, -0.301, 2.414)
H (6.780, 0.012, 4.100)
N (5.515, -0.373, 0.239)
C (4.430, 0.014, 0.220)
F (3.419, 2.140, -4.828)
C (2.275, 2.304, -4.182)
F (2.168, 3.572, -3.822)
F (1.291, 1.961, -4.988)
S (2.382, 1.185, -2.702)
O (2.010, -0.112, -3.171)
O (3.694, 1.402, -2.175)
N (1.389, 1.740, -1.531)
S (-0.179, 1.961, -1.809)
O (-0.403, 2.715, -2.997)
O (-0.798, 2.326, -0.578)
C (-0.913, 0.301, -2.203)
F (-0.284, -0.659, -1.517)
F (-2.191, 0.301, -1.834)
F (-0.849, 0.013, -3.487)
C (-2.446, -3.095, -2.346)
C (-1.215, -3.958, -2.621)
C (-0.738, -4.814, -1.439)
C (0.166, -4.113, -0.434)
N (-0.536, -3.066, 0.313)
C (0.029, -1.993, 0.849)
S (1.756, -1.838, 0.798)
N (-0.738, -1.070, 1.416)
C (-2.191, -1.004, 1.316)
C (-2.910, -1.809, 2.394)
C (-4.410, -1.917, 2.134)
C (-5.129, -0.571, 2.165)
H (-2.810, -2.631, -3.264)
H (-2.229, -2.289, -1.649)
H (-3.261, -3.695, -1.933)
H (-0.389, -3.328, -2.962)
H (-1.445, -4.628, -3.452)
H (-0.153, -5.652, -1.824)
H (-1.594, -5.264, -0.924)
H (1.010, -3.652, -0.948)
H (0.570, -4.840, 0.274)
H (-1.526, -3.194, 0.453)
H (-0.274, -0.265, 1.811)
H (-2.495, -1.334, 0.319)
H (-2.454, 0.052, 1.381)
H (-2.731, -1.337, 3.365)
H (-2.472, -2.811, 2.461)
H (-4.847, -2.581, 2.882)
H (-4.573, -2.399, 1.164)
H (-4.963, -0.063, 3.117)
H (-6.204, -0.701, 2.039)
H (-4.788, 0.094, 1.369)

Frontier orbital gap, eV: 8.542
Energy relative to the best compared isomer or geometry (same formula, charge and spin), kcal/mol: 1.2
Charge: 0
Molecular weight, g mol⁻¹: 1055.22
Calculated total energy, Eh: -5156.887898
Highest occupied orbital energy, eV: -8.748

Here are the Löwdin charges for atoms 1 to 4, given in e: 0.264 0.733 -0.627 -0.098



4.
Molecular formula: C2H3ClO2S
Method: DFT, the ωB97M-V functional and the def2-TZVPD basis

Element x y z (Å)
C (0.132, 0.103, -0.743)
C (-0.555, -0.513, 0.379)
O (1.611, -1.944, 0.614)
O (-0.345, -0.010, 1.609)
S (0.527, -1.709, -0.348)
Cl (-2.662, -0.867, -0.083)
H (-0.378, -0.151, -1.656)
H (0.739, 1.071, -0.532)
H (0.014, -0.613, 2.173)

Frontier orbital gap, eV: 9.636
Energy relative to the best compared isomer or geometry (same formula, charge and spin), kcal/mol: 57.6
Charge: 0
Molecular weight, g mol⁻¹: 126.56
Calculated total energy, Eh: -1086.758892
Highest occupied orbital energy, eV: -10.058

Here are the Löwdin charges for atoms 1 to 4, given in e: -0.208 -0.852 -0.514 0.061



5.
Molecular formula: C5H10BrCl
Method: DFT, the ωB97M-V functional and the def2-TZVPD basis

Element x y z (Å)
C (0.788, 1.974, 0.764)
C (-0.767, -1.763, 1.160)
C (-0.467, -0.897, -1.192)
C (1.137, 0.553, 1.134)
C (-0.794, -0.604, 0.228)
Cl (-2.010, 0.522, 0.515)
Br (2.466, -0.198, 0.145)
H (0.776, 1.969, -0.428)
H (-0.184, 2.197, 1.287)
H (1.559, 2.624, 1.001)
H (-1.618, -1.708, 1.797)
H (-0.804, -2.668, 0.522)
H (0.133, -1.749, 1.800)
H (-1.441, -1.330, -1.557)
H (0.173, -1.694, -1.220)
H (-0.231, -0.020, -1.718)
H (1.095, -0.014, 2.123)

Frontier orbital gap (alpha / beta), eV: 7.968 / 8.005
Energy relative to the best compared isomer or geometry (same formula, charge and spin), kcal/mol: 63.9
Charge: 0
Molecular weight, g mol⁻¹: 185.49
Calculated total energy, Eh: -3230.592296
Highest occupied orbital energy (alpha / beta), eV: -7.453 / -7.502

Here are the Löwdin charges for atoms 1 to 4, given in e: -0.228 -0.138 -0.153 -0.739



6.
Molecular formula: C6H9N3
Method: DFT, the ωB97M-V functional and the def2-TZVPD basis

Element x y z (Å)
C (-2.722, 0.627, 0.405)
C (-1.810, -1.201, -0.469)
C (0.823, 0.579, -0.750)
C (-0.334, 0.656, 0.187)
C (1.474, -0.372, -0.242)
C (1.954, -1.365, 0.530)
N (-3.191, -1.346, -0.390)
N (-3.653, -0.225, 0.170)
N (-1.615, 0.082, 0.034)
H (-3.153, 1.560, 0.756)
H (0.928, 1.357, -1.491)
H (-1.109, -2.010, -1.013)
H (0.228, 0.732, 1.160)
H (-0.623, 1.744, -0.027)
H (1.204, -2.286, 0.511)
H (2.334, -1.160, 1.420)
H (2.833, -1.933, 0.122)
H (-4.617, -0.253, 0.323)

Frontier orbital gap, eV: 9.148
Energy relative to the best compared isomer or geometry (same formula, charge and spin), kcal/mol: 67.2
Charge: +2
Molecular weight, g mol⁻¹: 123.16
Calculated total energy, Eh: -397.430920
Highest occupied orbital energy, eV: -19.374

Here are the Löwdin charges for atoms 1 to 4, given in e: -0.021 0.044 0.062 -0.109